[1]
The following is a DFT calculation (ωB97M-V/def2-TZVPD) of C31H32AlBrO3PS as an isolated structure.

Results
relative energy (zero: lowest compared OMol25 entry of this formula, charge and spin)	27.6	kJ/mol
gap between HOMO and LUMO	8.30	eV
LUMO	-2.601	eV
net charge	+1

```
70
C31H32AlBrO3PS ωB97M-V/def2-TZVPD
Al 1.354 -0.117 0.178
C 3.357 -4.947 -2.158
C 3.569 -4.618 -0.829
C 2.592 -3.930 -0.117
C 1.401 -3.562 -0.737
C 1.201 -3.885 -2.080
C 2.169 -4.582 -2.782
P 0.146 -2.562 0.120
C -1.288 -3.636 0.381
C -2.527 -3.046 0.617
C -3.631 -3.833 0.902
C -3.505 -5.215 0.939
C -2.276 -5.809 0.691
C -1.168 -5.023 0.410
C 0.811 -2.273 1.783
C 0.819 -3.167 2.852
C 1.323 -2.749 4.071
C 1.821 -1.455 4.219
C 1.821 -0.575 3.149
C 1.297 -0.969 1.914
H 4.113 -5.490 -2.709
H 4.492 -4.899 -0.339
H 2.766 -3.672 0.919
H 0.286 -3.590 -2.581
H 2.003 -4.839 -3.820
H -2.631 -1.968 0.580
H -4.591 -3.369 1.087
H -4.368 -5.831 1.156
H -2.179 -6.886 0.712
H -0.212 -5.492 0.207
H 0.426 -4.171 2.739
H 1.327 -3.425 4.915
H 2.206 -1.138 5.180
H 2.222 0.422 3.290
Br 8.155 -1.389 -2.391
C 6.334 -1.308 -2.869
C 5.948 -1.659 -4.155
C 4.607 -1.615 -4.514
C 3.654 -1.224 -3.589
C 4.061 -0.866 -2.306
C 5.400 -0.905 -1.933
C 3.054 -0.470 -1.321
O 3.324 -0.054 -0.156
O 1.796 -0.542 -1.595
H 6.696 -1.969 -4.872
H 4.312 -1.895 -5.516
H 2.603 -1.204 -3.842
H 5.694 -0.636 -0.928
C -0.801 5.939 0.248
C -0.025 4.779 -0.367
C 0.916 4.182 0.667
S 1.985 2.819 0.224
O 0.978 1.647 0.025
C 2.626 3.195 -1.415
C 1.760 2.811 -2.610
C 2.499 3.136 -3.904
H -1.515 6.344 -0.467
H -0.134 6.746 0.549
H -1.359 5.616 1.127
H 0.541 5.130 -1.230
H -0.716 4.011 -0.719
H 0.366 3.756 1.511
H 1.594 4.934 1.083
H 3.580 2.662 -1.446
H 2.859 4.264 -1.381
H 0.803 3.327 -2.579
H 1.542 1.746 -2.566
H 2.706 4.204 -3.993
H 1.906 2.841 -4.767
H 3.451 2.604 -3.958
```

***

[2]
The following is a DFT calculation (ωB97M-V/def2-TZVPD) of one molecule with the formula C4H6N2O2 in a non-equilibrium geometry.

Results
relative energy (zero: lowest compared OMol25 entry of this formula, charge and spin)	342.5	kJ/mol
gap between HOMO and LUMO	8.97	eV
LUMO	0.484	eV
SMILES	[H]/N=C1/COC(=C)N1O

```
14
C4H6N2O2 ωB97M-V/def2-TZVPD
H 0.552 -1.740 -2.198
N 1.284 -1.148 -1.767
C 0.861 -0.416 -0.849
C 1.737 0.456 0.016
O 0.818 1.037 0.975
C -0.468 0.482 0.774
C -1.524 0.782 1.537
N -0.467 -0.230 -0.399
O -1.502 -1.160 -0.479
H 2.219 1.185 -0.682
H 2.514 0.007 0.619
H -2.413 0.183 1.278
H -1.532 1.444 2.398
H -2.079 -0.881 -1.221
```

***

[3]
The following is a DFT calculation (ωB97M-V/def2-TZVPD) of one molecule with the formula C5H8N2 in a non-equilibrium geometry.

Results
relative energy (zero: lowest compared OMol25 entry of this formula, charge and spin)	178.5	kJ/mol
gap between HOMO and LUMO	9.70	eV
LUMO	0.888	eV
SMILES	CC1=CCN=C1N

```
15
C5H8N2 ωB97M-V/def2-TZVPD
C 1.091 0.602 -1.511
C 0.087 0.505 -0.501
C -0.980 1.139 -0.078
C -1.607 0.512 1.149
N -0.765 -0.611 1.501
C 0.155 -0.827 0.638
N 1.087 -1.852 0.653
H 0.801 0.818 -2.523
H 1.805 -0.355 -1.414
H 1.800 1.415 -1.257
H -1.530 1.965 -0.408
H -1.707 1.298 1.937
H -2.578 -0.036 0.975
H 1.683 -1.832 -0.198
H 0.658 -2.740 1.038
```

***

[4]
The following is a DFT calculation (ωB97M-V/def2-TZVPD) of one molecule with the formula C5H8O.

Results
relative energy (zero: lowest compared OMol25 entry of this formula, charge and spin)	479.5	kJ/mol
gap between HOMO and LUMO	9.47	eV
LUMO	0.690	eV

```
14
C5H8O ωB97M-V/def2-TZVPD
C 1.466 -0.069 0.543
C 0.213 -0.168 -0.327
C -1.064 1.053 -1.382
C -0.839 -1.170 0.168
O -1.723 -0.145 0.645
C -0.953 0.889 0.030
H 1.205 -0.076 1.607
H 2.073 0.817 0.333
H 2.090 -0.949 0.338
H 0.523 -0.189 -1.382
H -0.348 1.851 -1.647
H -0.485 -1.791 0.999
H -1.328 -1.796 -0.588
H -0.717 1.697 0.735
```

***

[5]
The following is a DFT calculation (ωB97M-V/def2-TZVPD) of one molecule with the formula C4H10OS in a non-equilibrium geometry.

Results
relative energy (zero: lowest compared OMol25 entry of this formula, charge and spin)	66.0	kJ/mol
gap between HOMO and LUMO	9.73	eV
LUMO	0.948	eV
SMILES	CSC[C@H](C)O

```
16
C4H10OS ωB97M-V/def2-TZVPD
C 1.722 -2.275 -0.611
S 0.090 -1.646 -0.973
C 0.163 -0.141 0.155
C -0.957 0.939 -0.131
C -0.871 2.200 0.682
O -2.156 0.227 0.149
H 2.379 -1.434 -0.557
H 1.800 -2.810 0.384
H 2.123 -3.077 -1.294
H 0.109 -0.485 1.196
H 1.115 0.345 0.038
H -0.901 1.242 -1.249
H -1.248 3.005 0.041
H -1.395 2.001 1.597
H 0.154 2.538 0.901
H -2.128 -0.628 -0.331
```

***

[6]
The following is a DFT calculation (ωB97M-V/def2-TZVPD) of a 4-piece molecular cluster, C18H39N2O7 overall in a non-equilibrium geometry.

Results
relative energy (zero: lowest compared OMol25 entry of this formula, charge and spin)	0.0	kJ/mol
gap between HOMO and LUMO	8.28	eV
LUMO	-1.761	eV
net charge	+1

```
66
C18H39N2O7 ωB97M-V/def2-TZVPD
O -17.599 -0.066 13.897
H -16.633 0.198 13.792
H -18.209 0.763 13.984
H -17.885 -0.583 13.065
C -14.926 2.582 14.617
O -15.105 1.476 13.769
C -13.918 1.089 13.121
C -14.202 0.058 12.064
N -15.085 -0.990 12.555
C -15.679 -1.684 11.372
C -16.807 -2.599 11.660
O -17.978 -1.944 12.145
C -19.181 -2.591 11.718
H -15.849 2.707 15.181
H -14.708 3.497 14.057
H -14.115 2.418 15.340
H -13.188 0.646 13.833
H -13.363 1.916 12.647
H -13.240 -0.363 11.766
H -14.685 0.545 11.218
H -14.488 -1.711 12.957
H -14.925 -2.313 10.878
H -16.036 -0.958 10.637
H -16.505 -3.334 12.425
H -16.956 -3.211 10.760
H -19.181 -3.624 12.081
H -19.238 -2.568 10.636
H -19.990 -2.088 12.238
C -18.134 1.331 17.771
O -18.703 1.070 16.498
C -19.802 1.892 16.302
C -20.565 1.515 15.034
N -19.807 1.641 13.807
C -19.200 2.977 13.609
C -18.598 3.096 12.252
O -17.553 2.159 12.118
C -17.140 2.022 10.773
H -18.016 2.404 17.913
H -17.188 0.789 17.828
H -18.729 0.863 18.567
H -19.462 2.939 16.225
H -20.515 1.858 17.137
H -21.471 2.147 15.006
H -20.960 0.497 15.108
H -20.448 1.452 13.039
H -18.417 3.080 14.373
H -19.906 3.804 13.774
H -18.213 4.122 12.160
H -19.367 2.916 11.487
H -17.334 2.933 10.214
H -17.651 1.162 10.317
H -16.075 1.794 10.745
C -14.965 -0.431 18.673
C -15.120 -1.122 17.481
C -15.023 -2.500 17.429
C -14.745 -3.213 18.596
C -14.527 -2.527 19.780
C -14.649 -1.150 19.819
O -14.588 -0.459 21.016
O -15.256 -3.113 16.238
H -15.146 0.630 18.623
H -15.277 -0.567 16.558
H -14.657 -4.296 18.607
H -14.182 -3.065 20.658
H -14.526 -1.100 21.740
H -14.952 -4.024 16.271
```